{"formula": "C53H40BN2O9", "method": "wB97M-V/def2-TZVPD", "energy_ha": -2854.88356, "lumo_ev": -5.294, "max_force_ev_per_a": 5.38, "orbital_gap_ev": 5.63, "charge": 1, "spin_multiplicity": 1, "species": ["C", "H", "C", "C", "H", "C", "H", "C", "H", "C", "O", "C", "N", "H", "C", "H", "C", "H", "H", "C", "H", "H", "C", "C", "C", "C", "O", "C", "H", "H", "H", "H", "C", "C", "C", "C", "H", "H", "C", "C", "C", "C", "H", "H", "C", "H", "C", "H", "C", "C", "C", "H", "H", "H", "C", "C", "C", "C", "H", "C", "C", "O", "C", "H", "O", "O", "C", "C", "C", "C", "C", "H", "C", "B", "H", "C", "H", "H", "O", "C", "C", "C", "C", "N", "C", "H", "C", "H", "C", "C", "O", "O", "H", "C", "H", "C", "O", "H", "C", "H", "H", "H", "H", "H", "H"], "coordinates": [[0.84928, 1.38104, -1.23970], [9.05861, -5.03060, -1.39189], [-3.71654, 3.36308, 4.58980], [1.58459, 3.48890, -2.90704], [-0.40358, 2.50524, 2.00395], [8.76791, -3.62915, 0.20800], [-7.43071, -6.34731, -0.70644], [-5.68722, -5.32438, 0.02095], [-4.88743, 3.66435, 7.28397], [-0.10320, -3.37241, 1.91414], [-1.36596, -0.41329, 2.28284], [-1.96772, 1.60332, 3.66854], [-4.49361, 6.30164, 7.11109], [-3.16991, 3.68616, 8.04400], [-2.15437, 2.18663, 6.23985], [8.28335, -2.08634, 1.62846], [2.18962, 1.57469, -1.56739], [3.60460, 2.77940, -2.64276], [0.61090, 8.13387, -6.45871], [2.55835, 2.63021, -2.39487], [-6.33506, -8.57145, -0.72799], [2.35183, 6.72580, -5.41703], [-1.43393, -3.24870, 1.53145], [-4.41104, 0.53595, 1.02160], [5.01553, -3.45662, -6.13963], [7.14134, -1.89186, -0.18084], [-0.52876, 1.63910, 1.53189], [5.55477, -2.38363, -3.62538], [0.56273, 0.56304, -0.58700], [-4.56778, 2.44883, -0.15786], [4.80854, -3.87176, -7.12077], [3.95880, -0.99742, -4.05402], [-2.34554, -6.85481, 0.88762], [0.32498, 7.32202, -5.79766], [-4.35677, -5.44930, 0.42449], [-0.25025, -5.76790, 1.67088], [-4.55264, 4.11132, 4.40672], [-1.88760, -2.26757, 1.47684], [0.24048, 3.27970, -2.59797], [1.30461, 6.52885, -5.21051], [6.02224, -4.00591, -5.35331], [0.48587, -4.63278, 1.99294], [-2.56097, 6.98576, 5.37872], [9.49676, -4.10587, 0.85562], [-3.78642, 3.89060, 7.09088], [-1.78582, 7.68533, -6.00877], [7.57833, -3.54250, -1.89042], [-4.89307, 0.62509, 2.05704], [-3.54524, 5.44996, 6.73540], [-3.84705, 1.99737, 0.62679], [-1.58130, -5.64508, 1.26946], [0.47545, -2.48574, 2.15340], [-3.59267, -0.26958, 1.06849], [-0.60176, 0.62089, 5.33543], [-1.38863, 6.03726, -4.68817], [-3.74665, -6.70394, 0.43427], [6.28636, -3.47739, -4.08898], [6.87967, -2.42000, -1.44620], [-4.15893, 7.21794, 6.76172], [-2.27319, 6.01919, 5.94333], [-1.46028, 1.35066, 5.12775], [7.97341, -5.04810, -3.64681], [8.51980, -4.14946, -1.05789], [3.47475, -1.95986, -6.27607], [-4.11132, 4.38210, 1.68138], [-1.82657, -7.95590, 0.93912], [0.93931, 5.48093, -4.36407], [-4.46153, -7.82740, 0.01648], [7.33154, -4.09523, -3.24142], [-3.59867, -4.24330, 0.82526], [-5.78278, -7.69719, -0.39861], [-2.43958, 5.84999, -4.49145], [8.08405, -2.49615, 0.64338], [-3.70165, 2.99070, 1.89392], [-2.81215, 1.95926, 0.10576], [-6.39758, -6.44703, -0.38926], [-5.03489, 4.50942, 1.99312], [6.59701, -4.84817, -5.72499], [3.16633, 4.83565, -3.99819], [5.84896, -1.79063, -2.30176], [1.98819, 4.62036, -3.77243], [-1.02161, 7.07174, -5.54251], [-1.28346, 0.81989, 2.43438], [-3.20970, 3.11186, 5.93235], [-2.17757, -4.38529, 1.21422], [-6.17028, -4.35242, 0.02139], [-0.80773, 4.15287, -3.17369], [-1.78585, 2.05418, 7.31546], [4.54080, -1.83974, -4.41476], [-0.12400, 2.23038, -1.75372], [5.24596, -0.80061, -1.91971], [-1.98294, 3.97191, -2.89989], [0.21553, -6.74650, 1.72882], [-3.10751, 2.61010, 3.36103], [6.60836, -1.01219, 0.16586], [-0.40820, 5.24220, -4.09236], [-4.13480, -3.14616, 0.82992], [-1.16703, 2.07072, -1.49911], [4.26860, -2.37984, -5.66681], [2.94789, 0.90350, -1.17595], [-1.40475, 6.17202, 6.66790], [-1.89109, 5.30520, 5.11470], [1.52225, -4.72962, 2.30054], [-5.16416, 0.20974, 0.21474], [-3.98990, -8.80504, 0.00959]], "atomic_forces_ev_per_a": [[0.0, 0.1, -0.1], [-0.2, 0.1, -0.1], [3.0, -2.9, -0.9], [0.0, -0.4, 0.2], [-0.1, -0.8, -0.9], [-0.1, 0.0, -0.2], [0.1, 0.0, 0.0], [-0.2, -0.2, -0.1], [1.6, 0.4, -0.5], [-0.2, -0.1, 0.0], [0.3, 5.3, 0.8], [-1.0, 1.2, 2.0], [3.0, -2.5, -1.4], [-1.0, 0.0, -1.6], [0.7, -1.2, -3.7], [0.0, 0.0, -0.1], [0.0, 0.1, -0.1], [-0.2, 0.1, 0.0], [0.0, -0.1, 0.1], [0.0, -0.2, 0.1], [0.1, 0.1, 0.0], [-0.1, -0.2, 0.1], [0.2, 0.0, 0.0], [0.4, 0.0, -0.2], [0.1, 0.0, 0.2], [0.1, -0.1, 0.2], [-1.8, -0.7, 3.1], [-0.2, -0.1, -0.3], [0.0, 0.1, -0.1], [1.3, -0.4, 1.4], [0.0, 0.0, 0.1], [0.2, -0.1, 0.1], [0.4, -0.9, 0.0], [0.1, -0.2, 0.1], [-0.3, -0.2, -0.1], [0.2, 0.1, 0.1], [1.3, -1.0, 0.8], [-0.1, -0.4, -0.1], [0.1, -0.2, 0.2], [-0.1, 0.2, -0.1], [-0.2, 0.0, -0.2], [-0.2, -0.1, -0.1], [0.5, -1.5, 1.3], [-0.1, 0.0, -0.1], [0.9, 1.9, 0.3], [0.1, -0.1, 0.1], [0.1, 0.1, 0.4], [0.4, -0.5, -1.5], [-2.1, 2.2, 0.3], [0.1, -0.2, -0.2], [0.3, 0.2, 0.1], [-0.1, -0.1, 0.0], [-1.3, 1.3, 0.0], [-1.6, 1.3, -0.2], [0.0, 0.2, -0.2], [-0.4, -0.1, -0.2], [-0.2, 0.1, -0.3], [0.2, -0.1, 0.3], [-0.5, -0.3, 0.5], [0.0, -1.0, -0.5], [-3.2, 3.0, -1.1], [-0.2, 0.3, 0.1], [0.1, 0.0, 0.2], [0.1, 0.0, 0.1], [-0.2, -2.4, 1.5], [-0.1, 0.3, 0.0], [-0.2, 0.3, -0.2], [-0.2, -0.1, -0.1], [0.5, -0.8, -0.4], [-0.4, 0.8, 0.0], [0.2, 0.1, 0.1], [0.2, -0.1, 0.1], [-0.1, 0.0, -0.2], [-0.7, 1.4, -1.9], [-1.6, -0.1, 0.7], [0.2, 0.1, 0.1], [0.8, 0.2, -0.5], [0.0, 0.1, 0.2], [-0.4, -0.1, 0.1], [-0.5, 0.7, 0.2], [1.0, 0.2, -0.2], [0.0, -0.2, 0.1], [0.7, -2.2, -0.7], [0.7, -1.6, -1.6], [0.4, 0.0, 0.1], [0.2, -0.1, 0.0], [-0.9, -0.1, 0.2], [-1.0, 0.5, -1.7], [-0.1, 0.0, -0.2], [0.2, -0.2, 0.1], [0.1, -0.2, 0.0], [0.3, 0.0, 0.0], [-0.2, 0.1, -0.1], [1.2, -0.2, 4.6], [0.0, -0.1, -0.2], [0.0, 0.3, -0.3], [0.1, -0.2, 0.0], [0.1, 0.1, -0.2], [0.1, 0.0, 0.2], [0.0, 0.1, -0.1], [-1.2, 0.0, -1.0], [-0.6, 1.0, 1.4], [-0.1, 0.0, 0.0], [1.1, 0.4, 1.6], [0.1, 0.2, 0.1]], "mulliken_charge": [-0.56, 0.46, -0.80, 0.52, 0.37, -0.47, 0.40, -0.49, 0.28, -0.70, -0.41, 0.22, -0.62, 0.32, 0.03, 0.40, -0.61, 0.52, 0.41, -0.90, 0.40, 0.47, -0.10, -0.50, -0.44, -0.52, -0.32, 0.19, 0.63, 0.45, 0.39, 0.58, 0.58, -0.47, 0.10, -0.78, 0.20, 0.80, 0.24, -0.53, -0.65, -0.50, 0.39, 0.40, -0.50, 0.39, 0.23, 0.19, 0.49, 0.24, 0.26, 0.42, -0.11, 0.43, -0.51, 0.20, 0.30, 0.22, 0.31, -0.94, -0.81, -0.67, -0.57, 0.41, -0.57, -0.67, 0.14, -0.54, 0.55, 0.42, -0.48, 0.46, -0.49, 0.55, -0.39, -0.51, 0.34, 0.47, -0.66, 0.53, 0.56, -0.49, 0.14, 0.24, 0.11, 0.44, 0.60, 0.32, -0.50, -0.73, -0.70, -0.70, 0.48, 0.66, 0.47, 0.15, -0.70, 0.46, -0.58, 0.55, 0.28, 0.17, 0.40, 0.38, 0.46]}

***

{"formula": "C53H40CaF5GeN2OP2STe", "method": "wB97M-V/def2-TZVPD", "energy_ha": -6830.95999, "lumo_ev": [-1.153, -1.382], "max_force_ev_per_a": 2.74, "orbital_gap_ev": [5.29, 5.10], "charge": 0, "s_squared": 0.76, "de_lowest_kcal_mol": 19.1, "spin_multiplicity": 2, "species": ["H", "C", "H", "H", "C", "H", "C", "H", "C", "H", "H", "H", "H", "C", "C", "C", "H", "C", "H", "O", "C", "H", "H", "C", "C", "C", "H", "Ge", "C", "H", "C", "C", "C", "H", "C", "C", "F", "C", "C", "C", "H", "H", "H", "C", "P", "C", "C", "C", "H", "C", "F", "C", "N", "Ca", "C", "H", "C", "P", "C", "C", "F", "C", "H", "C", "C", "C", "F", "C", "H", "C", "H", "C", "C", "H", "C", "C", "H", "F", "C", "H", "C", "H", "H", "H", "H", "C", "H", "C", "H", "C", "C", "H", "Te", "C", "H", "H", "C", "H", "C", "S", "H", "C", "H", "N", "C", "C", "H"], "coordinates": [[-3.83125, 1.94924, -6.37941], [-1.82005, 5.94683, 2.73924], [-0.64476, -2.49235, -5.00007], [-1.80171, -4.43052, 5.70794], [3.02178, 4.05039, -1.77912], [2.49773, 0.47896, -4.82452], [-4.65756, -1.01004, -0.41013], [5.27079, 1.68701, 5.44538], [-1.06699, 3.92635, 3.77986], [1.83791, -4.01737, -2.63415], [-2.48949, 5.30914, 4.67137], [-2.09421, 3.50729, -2.72527], [4.40109, -4.89445, 1.49659], [-5.01422, -5.42500, -0.71444], [2.42386, -4.21218, -1.74484], [-5.23102, -0.04930, 0.40714], [-2.85759, -2.07032, -0.87629], [0.96481, -1.00636, -5.12120], [6.29397, 3.72880, 4.55581], [-1.29601, 1.44862, -1.87542], [4.63335, 4.14549, 3.20659], [-2.43722, 1.03635, 2.01396], [-2.46802, -0.65110, -3.08080], [2.95291, -3.69313, 0.55679], [-2.52106, -2.88891, 2.79077], [-3.11475, 0.38268, 1.44285], [5.01555, 5.02844, 2.74767], [0.92040, 1.98728, 2.95438], [4.72419, 3.25613, -0.16886], [2.71517, -3.14445, 1.49845], [2.25538, -3.38748, -0.61443], [-2.87984, -4.70258, -2.26885], [-0.19498, 4.52700, 1.63590], [-2.49176, 6.80194, 2.71424], [0.12348, -1.90998, -4.49568], [3.52938, 3.10989, -0.85330], [5.17567, 2.33031, 0.70292], [-2.54131, -0.68063, 0.69333], [-2.70849, -4.85056, -0.88464], [-0.41820, -3.29176, 4.51875], [3.48077, -5.86870, -2.53669], [4.83138, -6.29843, -0.57718], [-3.11489, 3.95429, -5.01688], [0.28896, -2.13440, -3.14263], [1.20930, -1.93517, -0.60307], [1.97905, -0.42706, -2.97657], [4.72278, 2.30334, 4.75207], [3.35452, -5.21929, -1.69471], [3.01969, 1.07460, 4.91591], [4.99930, 5.40482, -1.14952], [5.61581, 6.59980, -1.29705], [1.12001, -1.35047, -2.34090], [-2.08037, 1.45668, -3.00922], [0.83069, 1.37980, -1.45780], [3.91167, -4.70876, 0.54167], [2.74650, 4.30645, 2.10398], [3.32488, 3.78763, 2.87165], [-0.94663, -1.42234, 1.05442], [1.89029, -0.27419, -4.36907], [-2.60014, 0.30943, -3.57425], [6.75535, 4.39700, 0.19144], [-3.79518, -5.21160, -0.08404], [0.76250, -2.15137, 3.06780], [-4.44128, 0.68355, 1.28246], [-2.69972, -3.65728, 3.92179], [-4.15325, -4.90492, -2.75691], [2.94048, 1.85440, -0.76764], [-0.23127, 3.64334, 2.72422], [2.79349, 0.06289, -2.42606], [4.12455, -5.47894, -0.58640], [-0.22587, -2.96500, -2.65623], [-3.40154, 1.78702, -5.37914], [5.32428, 3.42405, 4.19218], [-5.81558, -5.70231, -0.08207], [-2.35558, 2.74536, -3.44950], [5.51378, 4.36793, -0.38636], [-2.01847, -4.55208, -2.93328], [3.33678, 6.26468, -2.56819], [-0.19765, -2.61114, 3.31125], [-3.67193, -4.06544, 4.18126], [-1.87499, 5.05602, 3.82172], [0.35912, -3.37193, 5.24760], [-0.96134, 6.36966, 0.82399], [-6.28549, 0.08056, 0.43333], [-5.27100, -1.54075, -1.15980], [3.82312, 5.23882, -1.87467], [-3.52604, -0.37304, -5.36104], [-2.94492, 2.92806, -4.68050], [-4.34877, -4.69981, -3.77567], [-1.28453, -2.36080, 2.49852], [-0.97011, 5.67989, 1.67811], [-3.65903, -5.36770, 0.96728], [-0.80474, -4.82798, 0.12269], [3.45567, 1.92468, 4.38721], [-3.37819, -2.66727, 2.16039], [0.40163, 1.31201, 4.25605], [-3.24058, 0.52120, -4.81124], [1.04748, -0.97366, -6.20117], [2.73195, 2.64446, 3.43648], [1.63025, 3.76248, -2.70510], [-4.90602, 1.50442, 1.85025], [-0.35376, -2.66399, -0.08872], [0.37041, 4.32017, 0.75997], [-5.19924, -5.23556, -1.99557], [-3.31119, -1.31157, -0.28737], [-1.65877, -3.84691, 4.79834], [-1.14535, 3.20071, 4.57965]], "atomic_forces_ev_per_a": [[0.1, -0.4, 0.6], [-0.2, -0.4, 0.6], [0.4, 0.0, -0.4], [0.0, 0.2, -0.2], [2.0, 0.2, 1.2], [0.4, 0.1, -0.4], [-0.6, -0.2, -0.7], [0.1, 0.1, 0.3], [-0.7, -0.1, 0.8], [0.2, -0.1, 0.0], [-0.2, -0.3, 0.1], [0.3, -0.1, -0.3], [0.2, -0.2, -0.3], [1.2, 0.5, 0.7], [0.1, 1.0, 0.9], [0.4, -0.4, 0.1], [0.3, -0.7, -0.4], [0.7, 0.2, -0.1], [0.2, 0.1, -0.2], [-1.6, -0.7, -1.9], [-0.8, -0.3, 0.8], [-0.5, -0.5, 0.2], [0.3, 0.4, 0.0], [0.0, 0.2, 0.1], [-0.8, 0.0, 0.1], [1.7, -0.2, -0.7], [0.6, 0.5, -0.1], [0.0, 1.2, 0.2], [0.4, -0.5, 0.5], [0.4, -0.3, -0.9], [0.8, -0.5, -1.0], [0.4, -0.4, 0.7], [-0.6, 0.0, 1.1], [0.3, 0.0, 0.0], [0.0, -0.3, 0.3], [0.5, 0.4, -0.7], [-0.4, 0.2, -0.8], [-1.3, -0.4, -0.3], [0.6, -0.4, 0.5], [0.2, 0.1, -0.8], [0.0, -0.2, -0.5], [0.0, 0.1, 0.0], [0.0, -0.5, -0.1], [-0.7, 0.4, 0.1], [-0.9, 0.4, 1.5], [-0.5, -0.7, -0.2], [0.6, 0.3, -0.1], [0.0, -0.7, -0.7], [0.0, 0.1, -0.4], [-0.1, 0.8, -1.0], [0.1, -0.9, 0.3], [0.9, -1.7, -1.1], [0.3, 0.4, 1.6], [-0.5, -0.3, 0.5], [-0.5, 0.3, 1.2], [0.4, 0.2, 0.2], [-0.1, -1.0, -0.2], [1.6, 1.0, -0.9], [-0.6, 0.0, 0.6], [0.4, 2.7, -0.5], [-1.4, 0.4, -0.5], [0.6, 0.1, -1.2], [-0.2, -0.2, 0.1], [-0.7, 0.6, 0.4], [-0.7, -0.2, 0.3], [0.0, 0.5, 0.9], [0.2, 0.6, 0.4], [0.8, -0.7, -0.8], [-0.2, -0.1, -0.1], [0.0, 0.2, 0.7], [-0.2, 0.4, 0.0], [0.6, 0.5, 0.1], [-0.5, 0.2, -0.5], [-1.1, -0.4, 0.2], [0.0, -1.8, -0.2], [0.9, 0.1, 0.8], [-0.5, 0.2, 0.3], [0.3, 0.0, -0.2], [-0.1, 0.0, 1.5], [0.0, 0.0, -0.2], [0.5, 0.7, -0.9], [0.5, -0.2, 0.2], [0.1, -0.3, 0.3], [-0.7, 0.3, -0.3], [0.3, 0.2, 0.5], [-1.1, -1.2, 1.0], [-0.2, 0.2, 0.1], [-0.5, -0.4, 0.4], [-0.3, -0.1, -1.1], [-0.2, -0.1, 0.3], [-0.2, 0.3, -0.8], [-0.1, 0.0, 0.4], [0.1, 2.0, -0.7], [-0.6, -0.3, 0.1], [0.1, -0.1, 0.0], [0.0, -0.1, -0.3], [0.3, -0.3, 0.1], [-0.4, 0.3, 0.0], [-0.2, 0.0, -0.1], [-1.2, -0.4, -0.4], [0.3, -0.4, -0.2], [0.1, 0.6, 0.2], [0.6, -0.1, -0.6], [-0.6, -0.1, -1.0], [-0.4, 0.8, 0.8], [0.5, -0.2, 0.4], [0.1, 0.1, 0.2]], "lowdin_spin": [0.00, 0.01, 0.00, 0.00, 0.00, 0.00, 0.00, 0.00, 0.02, 0.00, 0.00, 0.00, 0.00, 0.00, 0.00, 0.00, 0.00, 0.00, 0.00, 0.00, 0.00, 0.00, 0.00, 0.00, 0.00, 0.00, 0.00, 0.52, 0.00, 0.00, 0.00, 0.00, 0.01, 0.00, 0.00, 0.00, 0.00, 0.00, 0.00, 0.00, 0.00, 0.00, 0.00, 0.00, 0.00, 0.00, 0.00, 0.00, 0.00, 0.00, 0.00, 0.00, 0.00, 0.02, 0.00, 0.00, 0.02, 0.04, 0.00, 0.00, 0.00, 0.00, 0.00, 0.00, 0.00, 0.00, 0.01, 0.10, 0.00, 0.00, 0.00, 0.00, 0.02, 0.00, 0.00, 0.00, 0.00, 0.00, 0.00, 0.00, 0.00, 0.00, 0.00, 0.00, 0.00, 0.00, 0.00, 0.00, 0.00, 0.00, 0.00, 0.00, 0.01, 0.03, 0.00, 0.06, 0.00, 0.00, 0.09, 0.00, 0.00, 0.01, 0.00, 0.00, 0.00, 0.00, 0.00]}